89
Properties=species:S:1:pos:R:3:lowdin_charge:R:1 method="wB97M-V/def2-TZVPD" homo_lumo_gap_ev="5.48 / 5.48" e_lumo_ev="-12.844 / -12.843" total_charge=+4 e_tot_ev=-71859.0987 de_lowest_kj_mol=194.5 homo_energy_ev="-18.324 / -18.324"
Ta -0.176 0.031 -0.164 1.58
C -0.542 -0.935 6.507 0.00
C -0.076 -0.698 5.110 -0.20
C 0.837 -1.566 4.488 0.02
C 1.260 -1.354 3.199 -0.03
C 0.804 -0.256 2.458 -0.29
N 1.339 -0.004 1.149 -0.11
C 2.726 0.231 1.132 -0.19
C 3.393 0.639 2.305 0.02
C 4.758 0.741 2.373 0.02
C 5.555 0.442 1.259 -0.21
C 7.039 0.511 1.342 0.00
C 4.900 0.138 0.070 0.05
C 3.517 0.058 -0.018 -0.10
N 2.931 -0.166 -1.286 -0.03
C 3.573 -0.490 -2.424 0.04
C 2.681 -0.399 -3.475 0.03
C 1.492 0.005 -2.898 -0.17
N 1.632 0.132 -1.562 -0.10
C -0.083 0.635 3.085 -0.16
C -0.525 0.398 4.378 0.05
N -0.450 1.845 2.447 -0.07
C -0.646 3.052 3.015 0.03
C -0.998 3.937 2.016 0.03
C -1.001 3.183 0.851 -0.10
N -0.662 1.914 1.117 -0.12
H 0.093 -1.651 7.023 0.10
H -0.569 -0.008 7.080 0.11
H -1.561 -1.331 6.510 0.11
H 1.231 -2.406 5.046 0.14
H 1.994 -2.016 2.757 0.14
H 2.806 0.885 3.179 0.13
H 5.228 1.060 3.295 0.14
H 7.397 0.075 2.274 0.11
H 7.528 0.021 0.503 0.10
H 7.358 1.558 1.352 0.11
H 5.510 -0.008 -0.810 0.12
H 4.610 -0.775 -2.459 0.15
H 2.888 -0.586 -4.516 0.14
H 0.544 0.195 -3.373 0.08
H -1.220 1.094 4.834 0.14
H -0.510 3.224 4.070 0.16
H -1.219 4.985 2.127 0.13
H -1.227 3.500 -0.154 0.10
I -3.003 -0.576 0.944 1.15
C -2.052 -2.303 1.733 -0.70
C -2.704 -3.191 2.558 -0.06
C -1.988 -4.322 2.937 0.02
C -0.691 -4.489 2.471 0.00
C -0.140 -3.510 1.663 -0.15
N -0.811 -2.411 1.294 -0.07
H -3.722 -3.029 2.885 0.13
H -2.445 -5.062 3.580 0.14
H -0.117 -5.370 2.723 0.14
H 0.876 -3.601 1.294 0.13
C -3.595 4.213 -3.426 0.01
N -3.116 2.848 -3.157 -0.17
C -4.198 1.863 -3.050 -0.03
C -1.852 2.583 -2.892 -0.57
S -1.572 1.055 -1.979 0.62
N -0.843 3.316 -3.330 -0.16
C -0.935 4.123 -4.558 0.01
C 0.472 3.360 -2.702 -0.04
H -4.465 4.390 -2.795 0.12
H -3.904 4.328 -4.464 0.12
H -2.842 4.956 -3.184 0.10
H -4.970 2.124 -3.771 0.12
H -4.642 1.886 -2.053 0.11
H -3.854 0.858 -3.273 0.07
H -1.794 3.830 -5.153 0.10
H -0.036 3.940 -5.147 0.11
H -0.981 5.190 -4.340 0.12
H 0.501 2.760 -1.798 0.03
H 0.711 4.394 -2.448 0.12
H 1.234 3.004 -3.397 0.11
N -0.062 -2.183 -1.384 0.02
C -1.260 -2.851 -1.905 -0.31
C -1.953 -2.280 -2.963 -0.07
C -3.029 -2.953 -3.521 -0.04
C -3.418 -4.186 -3.016 -0.03
C -2.731 -4.746 -1.950 -0.03
C -1.648 -4.080 -1.392 -0.03
H 0.584 -2.078 -2.163 0.09
H 0.383 -2.824 -0.736 0.07
H -1.640 -1.324 -3.368 0.06
H -3.551 -2.524 -4.366 0.12
H -4.250 -4.713 -3.464 0.13
H -3.014 -5.717 -1.566 0.13
H -1.093 -4.540 -0.582 0.11